Below is 16 unconnected molecules or ions with the total composition C8H48N16O16 in a non-equilibrium geometry, with properties calculated with ωB97M-V with the def2-TZVPD basis set.

The geometry in XYZ format:
```
88
Properties=species:S:1:pos:R:3:mulliken_charge:R:1
O 1.1041 4.0058 1.2663 -0.75
H 1.9253 3.8356 1.7278 0.28
H 0.4751 3.4053 1.6662 0.33
O 2.6216 -3.0290 0.4568 -0.60
H 3.0651 -3.8720 0.3626 0.31
H 1.8501 -3.2219 0.9895 0.13
O -3.2968 -2.7412 0.4911 -0.69
H -3.4452 -1.8398 0.2055 0.35
H -2.3507 -2.7981 0.6244 0.47
O 3.8296 -1.1213 2.3695 -0.74
H 3.6291 -1.6010 3.1732 0.28
H 3.3978 -1.6218 1.6772 0.37
O 0.5123 4.2126 -1.4650 -0.69
H 0.3701 3.2996 -1.7151 0.31
H 0.3884 4.2236 -0.5159 0.38
O -1.9921 3.6331 0.6942 -0.66
H -2.2329 4.1233 -0.0919 0.31
H -1.5416 2.8559 0.3637 0.10
O 4.0781 -0.5553 -1.1279 -0.72
H 3.5404 -1.1809 -0.6424 0.23
H 3.4812 0.1636 -1.3357 0.65
O 0.3310 -4.1142 -1.6290 -0.68
H 0.2429 -3.9173 -0.6964 0.26
H 0.9124 -3.4318 -1.9645 0.28
C -3.2992 0.0959 2.9787 0.56
O -3.9325 -0.9290 3.0665 -0.68
N -2.9399 0.6552 1.8245 0.01
N -3.1251 0.9397 3.9593 -0.34
H -2.3097 1.4443 1.8084 0.01
H -3.0198 0.2551 0.9005 -0.04
H -2.8004 1.8866 3.8248 0.15
H -3.7949 0.7864 4.6996 0.25
C -0.4500 -4.1046 1.9681 0.62
O -0.8454 -3.5409 0.9967 -0.53
N 0.3080 -5.2049 1.8655 -0.42
N -0.6354 -3.8074 3.1884 -0.42
H 0.3949 -5.6496 0.9628 0.25
H 0.2749 -5.6499 2.7716 0.12
H -1.0632 -2.9097 3.3652 0.21
H -0.4748 -4.5249 3.8809 0.15
C 1.8094 1.6983 -3.2200 0.32
O 2.3848 1.1182 -2.2885 -0.63
N 2.2014 2.7466 -3.8183 -0.35
N 0.6653 1.3262 -3.5981 -0.19
H 3.1360 3.0251 -3.5553 0.24
H 1.8372 2.9703 -4.7334 0.17
H 0.2560 0.5204 -3.1473 0.01
H 0.2709 1.7553 -4.4231 0.14
C 4.2415 2.7732 0.6772 0.46
O 5.3174 3.1386 0.3254 -0.78
N 3.4745 2.2554 -0.2123 0.27
N 3.8877 2.7337 1.9099 -0.25
H 2.5778 1.8668 0.0424 -0.18
H 3.6068 2.2750 -1.2134 0.01
H 4.5986 2.7627 2.6267 0.27
H 2.9254 2.4964 2.1044 0.23
C 0.0887 0.3249 0.0866 -0.82
O -0.1065 1.5435 0.2607 0.83
N 1.1041 -0.3165 0.5172 1.25
N -0.8283 -0.4644 -0.5789 0.99
H 1.7643 0.2577 1.0216 -0.36
H 1.4134 -1.2525 0.2971 -0.19
H -1.7213 -0.0424 -0.7899 -0.57
H -0.5865 -1.3461 -1.0082 -0.11
C -1.5115 -2.5353 -4.2561 0.64
O -0.5066 -1.8984 -3.9240 -0.63
N -2.2615 -2.2792 -5.3080 -0.49
N -2.1265 -3.3829 -3.5140 -0.26
H -3.1772 -2.6679 -5.4824 0.17
H -1.8058 -1.5306 -5.8101 0.23
H -1.8075 -3.8133 -2.6578 0.19
H -2.8287 -3.8458 -4.0731 0.15
C 1.0736 1.4046 3.6825 0.61
O 1.6206 2.3524 3.1654 -0.76
N 1.4971 0.1830 3.7198 -0.22
N -0.0508 1.5050 4.2541 -0.44
H 2.4366 -0.0402 3.4238 0.21
H 0.9959 -0.5824 4.1477 0.09
H -0.3946 0.5977 4.5345 0.12
H -0.6284 2.2823 3.9674 0.26
C -3.5230 1.0640 -2.1098 0.62
O -3.5087 0.3021 -1.1620 -0.70
N -3.7103 0.8125 -3.3661 -0.47
N -3.4692 2.3295 -1.9976 -0.27
H -3.5713 -0.1085 -3.7567 0.21
H -3.4595 1.6295 -3.9043 0.16
H -3.3934 2.9788 -2.7676 0.16
H -3.3905 2.6215 -1.0339 0.22
```

largest force on an atom	0.12811	hartree/bohr
energy above the lowest of the compared OMol25 structures with the same formula, charge and spin	480.1	kJ/mol
HOMO	-0.290	Ha
total charge	0
LUMO	-0.017	Eh
frontier orbital gap	7.4	eV
2S+1	1